[1]
# C5H8FNS

C5H8FNS in the gas phase (ωB97M-V/def2-TZVPD, the Open Molecules 2025 dataset).

Geometry as XYZ:
```
16
Properties=species:S:1:pos:R:3:forces:R:3:nbo_charge:R:1
C 1.93712 -1.48483 -0.04246 2.356 1.304 2.233 -0.657
C 0.57092 -0.89805 0.05874 -2.133 -1.283 -1.824 0.216
N -0.45723 -1.65940 -0.23060 1.037 1.748 0.792 -0.543
S -2.07033 -1.03569 -0.33267 0.449 -1.012 0.429 0.407
C -2.01850 0.65677 0.26804 -1.288 0.244 0.529 -0.590
C -0.79022 1.27219 -0.37534 0.407 0.668 1.616 -0.442
C 0.50024 0.60231 0.19970 -1.957 -0.150 0.717 0.153
F 1.54857 1.10834 -0.51741 0.822 0.608 0.420 -0.349
H 1.92416 -2.57159 -0.00467 0.016 0.137 -0.144 0.242
H 2.65113 -1.05808 0.84557 -1.846 -1.165 -1.636 0.214
H 2.51756 -1.07305 -0.88675 -0.639 -0.465 -0.047 0.246
H -2.24342 0.78031 1.39738 1.058 -0.304 -1.670 0.228
H -2.89889 1.13310 -0.20855 0.300 -0.302 0.176 0.240
H -0.91107 1.10155 -1.47227 0.511 0.518 0.832 0.236
H -0.77516 2.35516 -0.02975 0.296 -1.076 -1.044 0.223
H 0.51510 0.77097 1.33105 0.610 0.528 -1.376 0.175
```
Positions in Å, forces in eV/Å.

Values from the calculation:
HOMO level, eV: -8.4
Energy above the lowest of the compared OMol25 structures with the same formula, charge and spin, kJ/mol: 70.50
Max |F|, eV/A: 3.50
Orbital gap, hartree: 0.3401
SMILES string: CC1=NSCC[C@@H]1F

[2]
# C5H8FNS

A molecular structure, C5H8FNS (ωB97M-V/def2-TZVPD, the Open Molecules 2025 dataset).

Geometry as XYZ:
```
16
Properties=species:S:1:pos:R:3:forces:R:3:nbo_charge:R:1
C -0.75696 -0.74116 -0.04706 -0.812 -0.357 0.642 -0.431
C -0.26433 -0.13763 1.17188 4.304 0.537 2.822 -0.441
C 0.91174 0.73937 0.61637 -1.868 1.454 0.929 -0.093
C -0.02508 0.13191 -0.96579 2.669 0.812 1.157 -0.092
C 1.34472 -0.24619 -0.45092 3.378 1.296 0.067 0.174
H -2.28912 -0.69994 -1.49645 -1.628 0.755 2.576 0.133
H -0.44076 -1.78368 -0.08141 -0.758 0.077 -0.546 0.259
H 0.40370 -0.81357 1.69565 -1.298 -0.550 1.519 0.240
H -1.04297 0.43055 1.60712 -0.168 0.434 1.663 0.215
H 1.47420 1.46730 1.19802 0.624 -1.076 0.693 0.217
H -0.63726 1.76047 -0.01738 -3.126 1.589 1.213 0.341
H -0.32577 0.12825 -1.89119 -1.238 -0.335 -5.432 0.192
H 2.31409 0.15065 -0.82922 -0.995 -0.547 -0.782 0.206
N 0.20063 1.55861 -0.42044 2.417 -3.711 -1.873 -0.562
F 1.58021 -1.58349 -0.06853 0.059 0.943 -0.316 -0.366
S -2.44705 -0.36146 -0.02066 -1.559 -1.322 -4.333 0.007
```
Positions in Å, forces in eV/Å.

Values from the calculation:
HOMO level, eV: -9.4
Energy above the lowest of the compared OMol25 structures with the same formula, charge and spin, kJ/mol: 346.60
Max |F|, eV/A: 5.58
Orbital gap, hartree: 0.3689

[3]
# C5H8FNS3

2 unconnected molecules or ions with the total composition C5H8FNS3 (ωB97M-V/def2-TZVPD, the Open Molecules 2025 dataset).

Geometry as XYZ:
```
18
Properties=species:S:1:pos:R:3:forces:R:3:nbo_charge:R:1
N -1.05729 -0.38807 1.49310 -0.895 0.871 -0.169 -0.859
C -2.32210 -0.81812 1.94326 -1.012 -0.726 1.282 -0.079
C -3.52040 -1.16902 1.05437 -0.513 -0.417 1.116 -0.490
C -3.48618 0.12592 1.82022 0.503 -0.603 -0.588 0.184
F -3.23421 1.25194 1.07273 0.012 0.161 -0.084 -0.353
H -1.19832 0.50065 0.97415 0.357 -1.322 0.411 0.391
H -0.59691 -1.08845 0.92878 0.007 0.164 -0.102 0.364
H -2.29776 -1.37805 2.90200 -0.074 0.313 -0.713 0.194
H -3.49540 -1.15827 -0.02510 0.218 0.149 -0.025 0.227
H -4.18195 -1.92547 1.51166 0.318 0.387 -0.562 0.220
H -4.17377 0.33230 2.61530 -0.142 0.056 0.300 0.180
S 3.65295 -0.16028 -2.04198 -0.236 0.836 1.219 0.095
C 2.87687 0.58771 -0.79793 -1.435 -2.874 -3.149 -0.296
C 1.34435 0.35481 -0.66088 2.645 0.000 0.875 -0.430
S 0.70582 1.32035 0.42381 -0.276 2.065 0.042 0.172
S 0.66548 -1.08583 -1.37007 -0.340 0.225 -0.785 0.109
H 3.36206 1.22953 -0.11476 0.154 0.717 0.798 0.223
H -0.65226 -0.73885 -1.24082 0.709 -0.001 0.134 0.146
```
Positions in Å, forces in eV/Å.

Values from the calculation:
HOMO level, eV: -8.7
Max |F|, eV/A: 4.50
Orbital gap, hartree: 0.2579
SMILES string: N[C@@H]1C[C@@H]1F.S=CC(=S)S

[4]
# C5H8FNSi

2 unconnected molecules or ions with the total composition C5H8FNSi (ωB97M-V/def2-TZVPD, the Open Molecules 2025 dataset).

Geometry as XYZ:
```
16
Properties=species:S:1:pos:R:3:forces:R:3:nbo_charge:R:1
C -1.98305 -0.51213 0.03233 -1.634 0.313 0.184 0.239
C -4.48523 0.07184 -0.48397 -2.694 -0.147 0.033 -0.383
C -3.28669 -0.27516 -0.14881 2.646 -0.091 0.223 -0.222
C 2.19826 -0.32393 1.70907 1.382 -1.152 0.811 -1.248
C 1.79605 0.89517 -1.18322 1.353 -1.255 -1.032 -1.214
N -0.86605 -0.59526 0.46550 1.690 -0.033 -0.218 -0.645
F 2.79184 -1.69969 -0.83930 0.124 -0.509 0.017 -0.641
Si 1.96894 -0.59197 -0.09008 -2.315 1.788 0.219 2.081
H -5.26250 0.55197 0.21067 1.373 -0.484 -0.669 0.183
H -4.99445 -0.26057 -1.41871 0.617 0.369 0.318 0.180
H 3.10411 -0.96428 2.07971 -1.709 1.046 -0.527 0.268
H 2.50536 0.76776 1.83933 -0.924 -1.399 0.094 0.276
H 1.23208 -0.69554 2.18828 1.267 1.001 -0.282 0.319
H 2.07385 0.50383 -2.19566 -0.195 0.701 0.635 0.259
H 0.85527 1.34263 -1.22966 -2.105 -0.069 -0.062 0.284
H 2.35219 1.78534 -0.93546 1.125 -0.080 0.257 0.264
```
Positions in Å, forces in eV/Å.

Values from the calculation:
HOMO level (spin up / spin down), eV: -6.2 / -6.2
Max |F|, eV/A: 2.93
Orbital gap (spin up / spin down), hartree: 0.1944 / 0.1944